DFT (ωB97M-V/def2-TZVPD) results for a structure of composition C28H35GeN3O6S2Ti.

Results
gap between HOMO and LUMO (alpha / beta): 5.9 / 7.1 eV
net charge: 0
LUMO level (alpha / beta): -0.41 / -0.46 eV
expectation value of S²: 2.01
2S+1: 3
energy relative to the best compared isomer or geometry (same formula, charge and spin): 128.0 kJ/mol

Geometry as XYZ:
```
76
Properties=species:S:1:pos:R:3:forces:R:3
Ti 0.342764 0.991090 0.496633 1.7 -1.6 -0.6
O 2.681220 2.270128 3.644466 0.2 0.1 0.0
C 1.666315 1.890720 2.868614 -0.2 -0.1 0.1
O 1.678325 2.114960 1.627345 0.3 0.8 0.4
C 0.548637 1.218181 3.412971 -0.1 -0.1 -0.1
C 0.178092 0.962370 4.748179 0.0 0.0 0.0
C -1.064852 0.451271 4.995459 -0.2 -0.1 0.0
C -1.977498 0.193657 3.923103 0.0 0.0 0.4
C -1.540145 0.391827 2.657388 0.2 0.0 -0.3
N -0.293766 0.838975 2.392551 -0.3 0.2 0.7
C -2.273931 0.117090 1.360876 0.4 0.0 0.0
O -3.434580 -0.198428 1.295055 -0.1 -0.1 0.0
O -1.445551 0.269553 0.343820 -1.7 -0.1 0.1
H 3.355248 2.652835 3.061731 -0.1 0.0 0.1
H 0.867768 1.191027 5.549809 0.0 0.0 0.0
H -1.369269 0.253326 6.015279 0.0 0.0 0.0
H -2.985382 -0.156704 4.094777 0.0 0.0 0.0
S 2.498083 -0.247913 0.280702 0.3 0.0 -0.2
C 2.911803 -0.026302 -1.412055 -0.1 -0.1 0.0
C 4.244625 0.074596 -1.820924 0.0 0.0 0.0
C 4.565707 0.266353 -3.155612 0.0 0.0 0.0
C 3.561972 0.356325 -4.113463 0.0 0.0 0.0
C 2.236472 0.235538 -3.727378 0.0 -0.1 0.1
C 1.906346 0.040400 -2.385869 0.1 0.0 -0.2
S 0.208340 -0.085511 -1.911685 0.2 -0.2 0.3
H 5.024640 0.011856 -1.072215 0.0 0.0 0.0
H 5.605023 0.351479 -3.449809 0.0 0.0 0.0
H 3.811268 0.512196 -5.155465 0.0 0.0 0.0
H 1.441795 0.291226 -4.462191 0.0 0.0 0.0
O -5.725435 4.651889 -1.022934 0.0 0.1 0.1
C -4.822196 5.528245 -0.383924 0.0 -0.2 -0.1
N -3.528692 4.913375 -0.590096 0.0 0.0 0.1
C -2.423393 5.427516 -0.019118 0.1 0.0 0.0
O -2.443442 6.431399 0.672307 0.0 0.0 -0.1
C -1.132674 4.707177 -0.296776 -0.3 -0.1 0.0
C 0.023471 5.449816 -0.460158 0.1 0.2 0.0
C 1.201862 4.795855 -0.768037 0.1 0.0 -0.2
C 1.197159 3.416947 -0.837621 0.2 0.1 -0.2
N 0.103473 2.688319 -0.591377 -0.1 1.6 -0.2
C -1.049175 3.326516 -0.362705 -0.2 0.2 -0.2
H -6.625906 4.941978 -0.847685 0.1 0.0 0.0
H -5.013179 5.623054 0.686433 0.0 0.0 0.1
H -4.837270 6.526175 -0.827286 0.0 0.1 -0.1
H -3.501601 4.113480 -1.200404 0.0 0.0 0.0
H -0.023952 6.527073 -0.359115 0.0 0.0 0.0
H 2.116359 5.340734 -0.954432 0.0 0.0 0.0
H 2.087759 2.856079 -1.095026 0.1 0.0 0.2
H -1.920136 2.692643 -0.246354 0.0 0.0 0.2
C 2.752061 -4.255985 0.878796 -0.1 0.0 0.0
C 1.755571 -4.362967 2.030320 0.0 0.0 0.0
C 0.338483 -3.910703 1.670312 0.2 0.1 0.0
C 0.238743 -2.397193 1.369838 -0.1 0.2 0.2
Ge 0.218611 -2.045439 -0.564428 -0.2 -0.6 -0.8
C -1.569973 -2.647771 -1.151816 -0.1 0.0 0.0
C -1.848802 -4.148506 -1.360339 0.0 0.1 -0.1
C -1.510556 -4.664155 -2.758846 0.0 0.0 0.0
C -0.029345 -4.604256 -3.124785 -0.1 0.0 0.0
H 3.727038 -4.656023 1.163675 0.0 0.0 0.0
H 2.894558 -3.218137 0.570712 0.0 0.0 0.0
H 2.400836 -4.817659 0.008174 0.0 0.0 0.0
H 2.109973 -3.760493 2.873765 0.0 0.0 0.0
H 1.712705 -5.398218 2.379956 0.0 0.0 0.0
H -0.328106 -4.142905 2.503961 0.0 0.0 0.0
H -0.012419 -4.507746 0.825349 0.0 0.0 0.0
H 1.049021 -1.866128 1.865660 0.0 0.0 0.1
H -0.703350 -2.004177 1.755695 0.0 0.0 0.0
H 1.354097 -2.786160 -1.278563 0.1 0.0 0.0
H -1.810904 -2.108704 -2.071715 0.0 0.0 0.0
H -2.245636 -2.250818 -0.389528 0.0 0.0 0.0
H -2.916753 -4.318322 -1.195159 0.0 0.0 0.0
H -1.329245 -4.761707 -0.621209 0.0 0.0 0.0
H -2.085779 -4.087017 -3.491150 0.0 0.0 0.0
H -1.857824 -5.698377 -2.833800 0.0 0.0 0.0
H 0.313304 -3.574901 -3.245218 0.0 0.0 0.0
H 0.165514 -5.130320 -4.061049 0.0 0.0 0.0
H 0.585676 -5.065574 -2.346378 0.0 0.0 0.0
```
Forces are in eV/Å.